# 1
7 unconnected molecules or ions with the total composition H14O7 in a non-equilibrium geometry. Source: the Open Molecules 2025 dataset; level of theory: ωB97M-V with the def2-TZVPD basis set.

```
21
Properties=species:S:1:pos:R:3:lowdin_charge:R:1
O -2.5978 0.0526 1.0836 -0.144
H -3.0504 0.8949 1.4095 0.074
H -1.6624 0.1068 1.5194 0.023
O 1.6418 1.4265 0.6755 -0.178
H 2.4789 2.1363 0.6541 0.172
H 2.0237 0.6701 0.1148 -0.003
O -0.2669 1.9295 -1.3682 -0.117
H -0.6146 2.8071 -1.0005 0.093
H 0.4640 1.7404 -0.6759 0.037
O -1.6163 -0.3879 -1.6034 -0.091
H -2.1788 -0.3629 -0.7972 0.027
H -1.3349 0.5432 -1.6821 0.007
O -0.1477 -0.4240 1.8699 -0.088
H -0.0799 -1.1822 1.2213 0.052
H 0.6309 0.1808 1.7164 0.040
O 2.4998 -0.7869 -0.3881 -0.155
H 1.8315 -1.4894 -0.9263 0.140
H 2.6600 -1.1434 0.5522 0.097
O 0.1470 -2.1356 -0.6163 -0.159
H -0.4527 -3.0332 -0.5452 0.164
H -0.3753 -1.5427 -1.2135 0.010
```

Calculated values
Lowest unoccupied orbital energy   0.23 eV
E_HOMO   -10.7 eV
Charge   0
Frontier orbital gap   10.969 eV
Max |F|   4.7 eV/A
E   -14559.7310 eV
ΔE to the lowest compared entry with this formula, charge and spin   167.0 kJ/mol
Structure (SMILES)   O.O.O.O.O.O.O


# 2
A molecular structure, C18H31BCuF6N7O5S5. Source: the Open Molecules 2025 dataset; level of theory: ωB97M-V with the def2-TZVPD basis set.

```
74
Properties=species:S:1:pos:R:3:lowdin_charge:R:1
Cu 0.1278 0.0717 0.5147 0.125
C -1.7573 2.3555 2.7727 -0.040
N -0.3509 2.4132 3.1210 -0.115
C 0.3585 3.5742 3.3206 -0.050
C 1.6396 3.2076 3.5207 -0.068
N 1.7162 1.8339 3.4461 0.006
B 3.1050 1.1479 3.7310 -0.451
N 3.1463 -0.3111 3.2012 -0.026
C 3.4390 -1.4007 3.9853 -0.071
C 3.3993 -2.5040 3.2061 -0.051
N 3.0705 -2.0711 1.9392 -0.108
C 2.8993 -2.9170 0.7704 -0.024
C 2.9212 -0.7275 1.9470 -0.714
S 2.5100 0.2212 0.5725 0.740
C 0.4869 1.3483 3.1929 -0.661
S -0.0359 -0.2899 2.9575 0.659
H -2.2068 3.3154 3.0200 0.089
H -2.2438 1.5572 3.3276 0.075
H -1.8605 2.1647 1.7077 0.041
H -0.1040 4.5445 3.2697 0.114
H 2.5182 3.8040 3.6978 0.116
H 3.9509 1.8134 3.1746 0.070
H 3.2763 1.0915 4.9345 0.069
H 3.6300 -1.2942 5.0378 0.112
H 3.5588 -3.5444 3.4292 0.112
H 3.0598 -3.9504 1.0673 0.093
H 3.6070 -2.6424 -0.0090 0.092
H 1.8968 -2.8083 0.3713 0.050
C -1.6306 3.2442 -1.2219 -0.073
C -0.4678 2.2569 -1.3000 -0.605
C 0.7266 2.8867 -2.0134 -0.066
O -0.1052 1.8524 -0.0165 -0.353
H -1.8984 3.6213 -2.2143 0.071
H -1.3378 4.0895 -0.5896 0.076
H -2.5063 2.7626 -0.7826 0.047
H -0.8029 1.4037 -1.9146 0.102
H 1.0636 3.7672 -1.4585 0.077
H 0.4649 3.1864 -3.0338 0.072
H 1.5535 2.1743 -2.0580 0.063
C -1.8070 -3.9136 0.0293 -0.064
N -2.6789 -2.8189 0.4580 -0.205
C -2.6587 -2.6033 1.8967 -0.101
C -2.7939 -1.7368 -0.3844 -0.715
S -2.4948 -0.1419 0.1104 0.762
N -3.1517 -2.0249 -1.6440 -0.184
C -3.8086 -3.2694 -2.0319 -0.035
C -3.1090 -1.0206 -2.6976 -0.085
H -0.8640 -3.8715 0.5824 0.096
H -1.5746 -3.8204 -1.0251 0.042
H -2.2758 -4.8844 0.2074 0.094
H -2.8781 -3.5610 2.3728 0.087
H -3.4179 -1.8790 2.1778 0.073
H -1.6946 -2.2359 2.2499 0.017
H -3.9678 -3.9026 -1.1697 0.081
H -3.2173 -3.7986 -2.7830 0.057
H -4.7793 -3.0265 -2.4739 0.100
H -2.2525 -0.3690 -2.5571 0.052
H -4.0165 -0.4118 -2.6832 0.092
H -3.0159 -1.5364 -3.6521 0.067
F 1.2126 -0.3428 -3.5249 0.141
C 1.8219 -1.4598 -3.1282 -0.676
F 2.2674 -2.1219 -4.1895 0.142
F 2.8549 -1.1421 -2.3535 0.116
S 0.6404 -2.5039 -2.1665 0.593
O 0.2872 -1.6755 -1.0363 -0.346
O 1.3618 -3.7230 -1.9104 -0.271
N -0.6516 -2.6567 -3.0505 -0.275
S -0.8727 -3.5784 -4.3263 0.606
O -2.2837 -3.5676 -4.5940 -0.309
O 0.0467 -3.3684 -5.4032 -0.271
C -0.5667 -5.3513 -3.8368 -0.670
F -1.3361 -6.1174 -4.6219 0.123
F -0.9148 -5.5821 -2.5679 0.123
F 0.6933 -5.7150 -4.0146 0.146
```

Calculated values
Lowest unoccupied orbital energy (spin up / spin down)   2.56 / 1.59 eV
E_HOMO (spin up / spin down)   -4.9 / -5.2 eV
Charge   -1
Frontier orbital gap (spin up / spin down)   7.470 / 6.766 eV
Multiplicity   2
Max |F|   0.7 eV/A
E   -155638.9268 eV
ΔE to the lowest compared entry with this formula, charge and spin   24.6 kJ/mol


# 3
C2H3NOS2 in the gas phase in a non-equilibrium geometry. Source: the Open Molecules 2025 dataset; level of theory: ωB97M-V with the def2-TZVPD basis set.

```
9
Properties=species:S:1:pos:R:3:lowdin_charge:R:1
S 2.7361 0.2630 -0.1294 0.627
C 1.5391 -0.8288 0.0424 -0.735
N 0.2225 -0.5999 0.2565 -0.071
O -0.2766 0.7291 0.2271 -0.124
C -1.5685 0.9041 0.0240 -0.671
S -2.6408 -0.3131 -0.1306 0.705
H 1.6092 -1.9709 0.0706 0.105
H -0.5203 -1.2971 0.0898 0.070
H -1.7816 1.9845 -0.0105 0.095
```

Calculated values
Lowest unoccupied orbital energy   -0.35 eV
E_HOMO   -8.9 eV
Charge   0
Frontier orbital gap   8.538 eV
Max |F|   1.6 eV/A
E   -27328.0167 eV
ΔE to the lowest compared entry with this formula, charge and spin   266.3 kJ/mol
Structure (SMILES)   S=CNOC=S


# 4
A molecular structure, C5H7NO4 in a non-equilibrium geometry. Source: the Open Molecules 2025 dataset; level of theory: ωB97M-V with the def2-TZVPD basis set.

```
17
Properties=species:S:1:pos:R:3:lowdin_charge:R:1
O -1.4490 -1.0913 0.3830 0.162
C -0.9570 -0.5340 -0.5585 -0.428
O -1.5312 -0.4589 -1.7606 0.088
C -0.6280 0.1740 -2.6705 -0.151
O 0.2827 0.8728 -1.8774 -0.032
C 0.3895 0.1771 -0.6547 -0.230
C 0.6657 1.1559 0.4781 -0.030
C 0.9172 0.5138 1.8128 -0.516
N 1.7697 -0.4267 2.1352 0.086
H -0.1363 -0.6109 -3.2667 0.144
H -1.1844 0.8721 -3.3039 0.147
H 1.1743 -0.5999 -0.7152 0.170
H 1.5648 1.7288 0.2081 0.139
H -0.1790 1.8468 0.5824 0.144
O -0.0013 0.4811 2.7357 -0.022
H 2.3095 -0.7627 1.3436 0.054
H 0.6675 -0.4806 3.2415 0.274
```

Calculated values
Lowest unoccupied orbital energy   0.59 eV
E_HOMO   -9.7 eV
Charge   0
Frontier orbital gap   10.330 eV
Max |F|   3.8 eV/A
E   -14976.5621 eV
ΔE to the lowest compared entry with this formula, charge and spin   156.3 kJ/mol


Which value of E does entry 4 give? -14976.5621 eV